Here is a 2-piece molecular cluster, C6H12 overall from OMol25. Energies are from ωB97M-V/def2-TZVPD.

Properties
charge = 0
SMILES = C=CCC.C=C
electronic energy = -235.74802 Ha
gap between HOMO and LUMO = 0.4000 Eh
energy above the lowest of the compared OMol25 structures with the same formula, charge and spin = 1.910 eV
spin multiplicity = 1

Structure (XYZ):
```
18
Properties=species:S:1:pos:R:3:forces:R:3:mulliken_charge:R:1
C 1.2539 -1.5894 1.0737 -0.08 0.09 0.08 -0.837
C 0.5270 -0.6386 1.6546 0.09 -0.13 -0.05 -0.092
C -0.8117 -0.1577 1.1672 -0.02 -0.05 -0.05 -0.197
C -0.8663 1.3670 1.0372 0.01 0.08 0.01 -1.221
H 2.2182 -1.8968 1.4701 -0.15 0.06 -0.03 0.246
H 0.9049 -2.1007 0.1779 0.03 0.09 0.14 0.291
H 0.9118 -0.1485 2.5517 -0.04 -0.08 -0.12 0.283
H -1.0371 -0.6269 0.2018 0.04 0.05 0.16 0.248
H -1.5919 -0.4825 1.8699 0.12 0.04 -0.09 0.293
H -0.0702 1.7342 0.3787 -0.12 -0.06 0.10 0.294
H -0.7367 1.8496 2.0132 -0.01 -0.07 -0.15 0.376
H -1.8279 1.6956 0.6275 0.14 -0.05 0.07 0.319
C 0.7403 -0.1723 -2.2241 -0.13 0.09 -0.03 -0.441
C -0.3641 0.5045 -2.5186 0.13 -0.06 0.02 -0.462
H 1.2498 -0.0505 -1.2703 -0.10 0.01 -0.17 0.266
H 1.1769 -0.8837 -2.9217 -0.08 0.12 0.08 0.229
H -0.7991 1.2161 -1.8199 0.08 -0.12 -0.11 0.164
H -0.8778 0.3806 -3.4688 0.09 -0.01 0.12 0.241
```
Positions in Å, forces in eV/Å.